1.
Below is C11H13BrI2MnN3O3 as an isolated structure, with properties calculated with ωB97M-V/def2-TZVPD.

Values from the calculation:
Total charge: +2
E_HOMO (alpha / beta) in eV: -15.75 / -15.74
⟨S²⟩: 6.063
Multiplicity: 5
Largest force on an atom in eV Å⁻¹: 0.882

XYZ file:
```
34
Properties=species:S:1:pos:R:3:forces:R:3:mulliken_charge:R:1
H -1.106092 -3.489429 -1.081370 0.02 0.01 -0.04 0.29
C -0.623675 2.502928 0.081910 0.15 -0.07 -0.34 0.43
H -4.016094 -2.417386 -1.940418 0.03 -0.04 -0.03 0.37
H -0.887156 3.746022 2.476411 0.00 0.00 0.00 0.52
Mn 0.989583 0.364080 -0.773012 -0.69 0.09 0.44 0.01
H -2.610150 -3.862196 -0.219328 -0.02 -0.01 0.00 0.37
O -1.482727 3.316049 -0.033994 -0.18 0.12 0.03 -0.51
C 1.397147 1.522811 3.647045 -0.09 0.14 0.10 -0.56
C -0.180482 2.928902 2.512877 -0.11 0.07 -0.03 -0.86
C 2.536857 1.593400 -1.172194 0.56 0.29 -0.22 0.52
O -0.173887 1.774419 -0.964142 0.15 -0.21 -0.12 -0.63
C 0.505803 2.584521 3.668192 0.08 -0.03 0.15 -0.31
H 4.155090 2.926724 -1.643746 0.00 0.05 -0.01 0.35
C -1.805307 -3.143038 -0.323963 -0.12 0.09 -0.05 -0.90
I 2.817585 -1.828077 -0.901077 -0.08 0.19 0.14 0.24
H -4.395677 -2.193031 -0.221864 -0.02 0.00 0.04 0.36
H -4.127199 -0.780365 -1.260585 0.03 0.02 -0.01 0.33
N 3.396204 2.301981 -1.423617 0.19 0.18 -0.01 -0.01
H 0.353191 3.139736 4.584520 -0.01 -0.01 -0.01 0.46
H 2.263374 -3.050195 -3.202818 0.02 -0.06 -0.04 0.42
Br 2.763847 -0.604442 2.374027 0.04 -0.02 0.06 -0.12
C 1.562998 0.847373 2.453800 0.00 -0.13 -0.12 0.25
O -0.395029 -0.851448 -0.551278 -0.62 -0.63 0.03 -0.34
C 2.612538 -2.046151 -3.004876 -0.02 0.01 -0.02 -0.83
I 1.213819 -0.661865 -3.772083 -0.09 0.16 -0.07 0.20
C -3.827189 -1.805258 -1.062338 0.19 -0.02 0.09 -0.89
N 0.917703 1.161112 1.340067 0.23 -0.09 -0.08 0.04
C 0.060382 2.194756 1.374587 0.10 -0.12 0.13 0.78
H 3.577213 -1.844338 -3.448672 0.06 -0.05 -0.06 0.46
C -1.652695 -0.802636 -0.816929 0.58 0.29 0.08 0.25
H 1.949949 1.226180 4.526003 0.00 0.00 0.01 0.45
H -1.285814 -3.033325 0.624102 0.01 0.03 0.02 0.33
N -2.389589 -1.853538 -0.729878 -0.40 -0.34 -0.02 0.18
H -2.114521 0.135723 -1.115357 0.00 0.08 -0.05 0.36
```
Forces are in eV/Å.

***

2.
Below is a 3-piece molecular cluster, C20H41INO6S2 overall, with properties calculated with ωB97M-V/def2-TZVPD.

Values from the calculation:
Total charge: +1
E_HOMO in eV: -12.04
Largest force on an atom in eV Å⁻¹: 0.398

XYZ file:
```
71
Properties=species:S:1:pos:R:3:forces:R:3:mulliken_charge:R:1
C 3.908986 -4.717900 -1.078279 -0.01 -0.13 -0.06 -0.76
O 4.308389 1.615903 2.729741 -0.02 0.06 -0.01 -0.72
H 0.070314 2.907133 1.230346 0.01 -0.02 0.02 0.22
H 3.005316 -4.274534 -4.363867 0.00 0.00 0.00 0.35
C -1.924894 1.500884 -2.675457 0.07 -0.05 0.05 -0.36
H 3.998848 0.487299 5.117591 0.01 0.01 -0.01 0.36
C -0.833056 -0.546655 -0.007777 0.02 -0.10 0.30 -0.54
O 4.381538 -2.120451 -0.875362 -0.02 0.06 0.10 -0.71
H -3.416998 3.573214 1.103809 -0.02 0.05 -0.03 0.25
H -4.714283 0.227375 -1.276234 -0.04 0.05 -0.08 0.43
O 1.819612 1.610526 2.651716 -0.17 -0.04 -0.07 -0.59
C -3.403578 1.444204 -2.232167 0.01 0.18 -0.25 -0.03
O -5.110718 2.545998 -0.968186 0.05 -0.02 -0.10 -0.53
H -5.669677 1.548087 0.682040 -0.08 0.03 -0.09 0.49
C 3.531162 -5.236782 -2.470620 0.00 0.04 0.01 -0.63
H -4.393809 2.757958 2.319616 -0.01 0.04 0.03 0.45
H -0.914405 4.647471 -0.832689 -0.04 0.02 -0.04 0.27
H -4.021201 1.143824 -3.079089 0.03 -0.16 0.04 0.66
H 1.587368 -3.230899 -2.622353 0.00 0.00 0.02 0.23
H 2.579623 -2.589692 3.333144 0.00 -0.01 -0.03 0.34
H -3.777877 0.245699 0.951571 0.14 0.02 0.00 0.65
C 2.645466 -2.969664 -2.664128 -0.02 -0.06 -0.10 -0.63
H -4.197676 3.415107 -2.573081 -0.01 0.04 0.00 0.51
C -0.444952 2.602320 -1.221289 -0.20 0.21 0.08 0.33
H 1.385785 4.005872 0.954350 0.03 -0.02 0.00 0.35
S 3.276476 -3.036825 -0.988912 -0.02 -0.04 -0.07 1.27
C -4.773950 2.060120 0.325212 0.07 -0.03 0.19 0.27
C -0.073206 3.970977 -0.685035 0.20 -0.29 0.09 -0.41
H 4.986328 -4.651623 -0.940236 0.00 0.06 0.00 0.39
O -1.324267 2.715543 -2.341996 0.21 0.16 -0.04 -0.48
S 3.060317 0.960908 3.014067 0.15 -0.07 0.00 1.13
C -3.937250 2.789997 -1.723595 -0.09 -0.04 0.00 -0.63
H 0.447447 2.047922 -1.526993 0.02 -0.14 0.09 0.48
H -5.139863 3.962152 1.253689 -0.06 -0.02 0.04 0.38
H -3.830786 -1.676769 -1.423502 -0.05 0.05 0.01 0.43
H -3.194208 3.326448 -1.135285 0.05 -0.03 -0.03 0.23
H 2.517707 -1.414594 5.669979 -0.01 0.00 0.01 0.36
H -0.155507 -1.079520 0.657902 0.01 -0.01 -0.02 0.51
H 4.253351 -5.973035 -2.817942 0.00 -0.01 0.00 0.34
H 4.100214 -1.872375 3.847773 0.01 0.01 0.01 0.34
I -1.480519 -3.370694 -0.767133 -0.12 -0.01 -0.04 0.15
C 2.976744 0.491870 4.739918 -0.02 -0.04 0.09 -0.79
O 2.185093 -2.961589 -0.043015 -0.04 0.09 0.05 -0.57
H 1.300133 -0.846130 4.529729 0.00 0.01 0.01 0.26
H -0.948147 2.024979 -0.430560 0.15 0.29 -0.23 -0.64
C 3.460844 -4.022774 -3.407695 0.02 -0.01 0.04 -0.65
H -1.356966 0.676911 -2.237147 -0.08 0.03 -0.15 -0.04
N -3.718810 0.409042 -1.155285 0.10 -0.03 0.17 0.12
H 2.385184 1.234665 5.269549 0.01 0.04 -0.03 0.41
H -0.292969 -0.370601 -0.938162 0.01 -0.03 0.08 0.17
H 2.155837 -0.822778 1.754926 0.03 0.02 0.00 -0.50
H -0.192957 4.632420 1.393803 0.04 0.06 -0.02 0.33
H -1.875937 1.375197 -3.757906 -0.09 0.07 -0.02 0.37
H 2.556170 -5.726376 -2.431686 -0.01 0.01 0.00 0.29
C -4.407377 3.160660 1.306297 0.11 -0.11 -0.05 -1.40
H -2.654200 1.479432 0.324746 -0.20 -0.05 -0.04 -0.23
H 4.464382 -3.641429 -3.605012 0.00 0.01 0.00 0.31
H -1.059250 0.408369 0.477785 0.14 -0.32 -0.13 -0.05
C -3.636247 1.024183 0.205473 -0.25 0.17 0.19 -0.57
C 3.060672 -0.712022 2.349609 0.01 -0.13 0.10 0.32
C 2.374791 -0.907550 4.717235 -0.01 -0.02 -0.02 -0.55
C 0.318171 3.877354 0.797606 -0.01 0.12 0.12 -1.12
C 3.070379 -1.646605 3.566856 0.00 0.06 -0.07 -0.69
C -3.033353 -0.941227 -1.334849 -0.09 -0.28 0.00 -1.21
C -2.087812 -1.378508 -0.226263 0.31 -0.04 0.11 -0.36
H 3.933259 -0.822180 1.711321 -0.02 0.03 -0.07 0.33
H 0.772150 4.345341 -1.259579 -0.14 0.22 -0.12 0.38
H 2.771482 -1.955111 -3.035475 0.02 0.02 0.05 0.42
H -2.616026 -1.518297 0.714901 -0.03 -0.05 -0.07 0.51
H -2.503824 -0.929723 -2.282760 -0.06 0.06 -0.05 0.67
H 3.467014 -5.288452 -0.265701 0.01 0.02 0.03 0.39
```
Forces are in eV/Å.

***

3.
Below is B3CaF8H4N2O6 as an isolated structure in a non-equilibrium geometry, with properties calculated with ωB97M-V/def2-TZVPD.

Values from the calculation:
Total charge: -3
E_HOMO in eV: -0.08
Largest force on an atom in eV Å⁻¹: 2.524

XYZ file:
```
24
Properties=species:S:1:pos:R:3:forces:R:3:nbo_charge:R:1
F 3.656634 -10.561544 9.449652 0.30 -0.89 0.08 -0.57
O -0.273914 -10.284643 6.872992 -0.20 -0.06 0.32 -0.55
N -1.347223 -9.728418 6.578091 -0.56 0.71 -0.82 0.72
F -0.477193 -9.024225 10.645228 0.15 0.03 0.31 -0.58
O 2.171134 -13.857304 9.099106 -0.24 0.20 -0.45 -0.55
O 2.661763 -14.202740 7.027923 -0.16 -0.06 -0.33 -0.56
B 0.866992 -9.150445 10.254074 -0.80 -0.44 0.26 1.34
B 4.636441 -9.757604 8.856268 0.19 -0.88 0.31 1.32
O 2.005886 -12.241338 7.659441 -0.07 -0.27 -0.19 -0.59
F 5.628021 -9.485394 9.796396 0.09 0.64 -0.14 -0.57
Ca 2.102382 -9.861073 7.696363 -1.94 -1.51 0.24 1.82
H 2.085025 -8.572668 5.862224 -0.73 2.24 0.90 -0.06
B 2.636025 -9.424951 5.356057 0.23 0.05 -1.63 -0.79
F 5.203642 -10.363693 7.724717 -0.04 0.23 0.35 -0.56
F 3.820055 -8.665802 8.445857 1.21 1.44 -0.13 -0.59
F 1.101256 -10.477720 9.809462 -0.08 0.34 0.65 -0.57
H 3.333373 -9.931181 6.073405 2.07 -0.92 1.07 -0.07
H 3.228488 -9.152176 4.392968 0.57 0.54 -1.18 -0.04
O -1.422159 -8.474470 6.512209 0.13 -0.61 0.25 -0.56
F 1.074749 -8.359879 9.113105 0.14 0.94 -0.60 -0.59
F 1.725405 -8.712889 11.260892 -0.03 -0.27 0.17 -0.57
O -2.362379 -10.414242 6.271120 0.58 0.09 0.36 -0.58
N 2.262615 -13.436251 7.922055 0.60 -0.07 0.83 0.73
H 1.797299 -10.172020 5.171537 -1.40 -1.47 -0.63 0.00
```
Forces are in eV/Å.

***

4.
Below is C8H9Cl3CrN2O10 as an isolated structure in a non-equilibrium geometry, with properties calculated with ωB97M-V/def2-TZVPD.

Values from the calculation:
Total charge: -1
E_HOMO (alpha / beta) in eV: -6.64 / -6.65
⟨S²⟩: 3.778
Multiplicity: 4
Largest force on an atom in eV Å⁻¹: 1.014

XYZ file:
```
33
Properties=species:S:1:pos:R:3:forces:R:3:nbo_charge:R:1
O 0.332608 -2.522311 1.005005 0.41 -0.04 -0.08 -0.70
H -1.024872 -2.529287 2.565400 -0.04 0.10 0.07 0.16
H -0.139919 -1.016561 2.250718 0.03 -0.04 0.01 0.19
Cr 0.773759 0.145942 -0.704649 -0.61 0.34 0.28 1.51
O 2.311703 1.687237 -0.903313 -0.45 -0.20 -0.05 -0.59
O 0.178141 -1.076095 -2.071924 0.84 0.05 -0.21 -0.71
C -1.888628 0.948566 0.341343 0.03 0.29 -0.26 -0.35
O 1.088783 1.405647 0.900799 -0.06 -0.31 -0.20 -0.67
C 2.542413 3.309114 0.884102 -0.11 -0.05 -0.01 -0.19
C -1.799547 -1.411782 0.918268 0.06 -0.05 0.18 -0.23
O 4.174477 -2.012117 0.090571 -0.24 0.32 -0.24 -0.45
H -2.329060 0.169220 -1.937404 -0.02 0.01 0.00 0.24
H -2.602431 -1.036315 1.561601 -0.08 -0.03 -0.05 0.20
Cl 3.222862 2.881940 2.459657 0.02 -0.02 0.06 0.04
N 3.137707 -1.685809 -0.476551 -0.09 -1.00 0.16 0.73
H -0.069469 -3.195578 0.444527 -0.03 0.05 0.02 0.47
O -1.409304 -2.299228 -3.082502 0.23 0.07 0.04 -0.64
H -2.960994 -1.346864 -1.288055 0.00 0.02 0.06 0.20
H -2.976123 1.022816 0.438127 0.00 -0.06 0.05 0.20
Cl 1.193557 4.444020 1.093366 0.01 0.00 -0.01 0.04
O -0.379074 1.606381 -1.357094 0.48 -0.11 -0.27 -0.73
C 1.955266 2.031770 0.233457 0.25 0.20 -0.03 0.74
N -1.463652 -0.388997 -0.095861 0.54 0.06 0.35 -0.44
H -1.417687 1.189688 1.296170 -0.03 -0.03 0.01 0.23
C -1.421450 1.982211 -0.703868 -0.41 -0.13 0.50 0.79
C -1.025696 -1.471847 -2.277268 -0.84 0.22 0.25 0.79
C -0.638236 -1.867702 1.780089 -0.13 0.08 -0.22 -0.07
O -2.053206 3.010828 -0.854337 0.17 -0.05 -0.05 -0.64
O 2.701534 -2.244076 -1.478887 0.26 0.49 0.34 -0.44
O 2.440895 -0.735020 0.080920 -0.53 0.03 -0.30 -0.57
C -2.063617 -0.736815 -1.395366 0.37 -0.26 -0.34 -0.35
H -2.173888 -2.299392 0.402659 -0.08 0.03 -0.02 0.20
Cl 3.783146 4.040419 -0.119700 0.05 0.00 -0.06 0.05
```
Forces are in eV/Å.

***

Which value of largest force on an atom does entry 4 give? 1.014 eV Å⁻¹

***

What is the formula in the fourth record? C8H9Cl3CrN2O10